A molecular structure, C49H51ClFI3LaNO3P3S4Sb, computed with ωB97M-V with the def2-TZVPD basis set.

Values from the calculation:
- Frontier orbital gap (spin up / spin down): 4.04 / 4.12 eV
- DFT total energy: -177423.71863 eV
- Charge: -2
- HOMO (spin up / spin down): -1.287 / -0.810 eV

Last column: Mulliken charge in e.
Element x y z (Å)
La -0.94429 0.96533 0.59950  0.85
S -1.02978 -4.50707 -2.43725  -0.67
Sb -0.11752 -4.23515 -0.42317  0.89
S 0.86371 -1.83956 -0.17166  -0.07
S -1.88074 -4.38854 0.98605  -0.61
S 1.70828 -5.56134 -0.28755  -0.52
Cl -5.31117 -1.70339 5.93800  -0.33
C -4.03785 -1.37125 4.89876  0.61
C -2.77285 -1.51175 5.39673  -0.76
C -1.61654 -1.09675 4.66581  -0.05
I 0.20255 -1.40352 5.62635  0.07
C -1.71254 -0.57217 3.37220  -0.25
O -0.66374 -0.16075 2.69812  0.80
C -3.06036 -0.54139 2.78565  0.10
N -3.15168 -0.14684 1.48058  0.73
C -4.39204 -0.01539 0.92556  -0.23
C -5.55116 -0.27577 1.62050  -1.06
C -5.49098 -0.70793 2.94998  -0.82
C -4.24599 -0.85598 3.53551  0.39
H -2.66253 -1.95278 6.38900  0.35
H -4.43351 0.18898 -0.15099  0.13
H -6.51397 -0.20513 1.11768  0.46
H -6.39830 -0.95772 3.53872  0.33
C 3.49572 0.93202 1.14993  -1.57
C 3.20605 0.02413 -0.03057  -0.52
P 2.92043 -1.80653 0.19783  1.43
C 3.21276 -2.55595 1.77952  0.72
C 3.42992 -3.96094 1.82830  -0.62
C 3.64183 -4.62588 3.04414  -1.00
C 3.61287 -3.90789 4.22649  -0.79
C 3.24160 -2.55906 4.17181  -1.05
C 2.97127 -1.91229 2.97118  -0.02
C 3.89667 -2.73743 -1.02952  0.34
C 3.68890 -2.55101 -2.39864  -0.48
C 4.34787 -3.34493 -3.33326  -0.61
C 5.34246 -4.23286 -2.89135  -0.50
C 5.62507 -4.35000 -1.51912  -0.67
C 4.95366 -3.54308 -0.61453  -0.40
P 2.19028 2.08541 1.74306  1.54
C 2.45633 2.12798 3.50197  -0.19
C 1.50247 1.61891 4.41183  0.09
C 1.79351 1.63000 5.76631  -0.40
C 3.04950 2.06579 6.18636  -0.60
C 3.98710 2.54358 5.31662  -0.84
C 3.69330 2.54738 3.95377  -0.15
C 2.72520 3.75951 1.23922  0.20
C 2.62794 4.93180 2.04491  -0.43
C 2.70564 6.19854 1.51408  -0.62
C 2.89353 6.35839 0.15153  -0.44
C 2.95707 5.24957 -0.68170  -0.71
C 2.94797 3.97309 -0.10345  -0.15
H 4.33672 1.61560 0.89704  0.68
H 3.86043 0.34537 2.01296  0.87
H 4.06118 0.11155 -0.73715  0.52
H 2.32623 0.36238 -0.57507  -0.23
H 3.28333 -4.56788 0.90359  -0.16
H 3.91877 -5.68237 2.97553  0.38
H 3.87864 -4.37010 5.17090  0.39
H 3.24553 -1.98607 5.08370  0.73
H 2.52967 -0.90719 3.03776  0.26
H 2.96430 -1.82973 -2.76425  0.33
H 4.17883 -3.24662 -4.41992  0.37
H 5.90965 -4.81705 -3.59217  0.38
H 6.35229 -5.05668 -1.11216  0.37
H 5.26044 -3.52528 0.41891  0.54
H 0.60529 1.11631 4.00103  -0.17
H 1.03163 1.28675 6.50629  0.54
H 3.29008 1.99800 7.22777  0.38
H 4.95761 2.95138 5.66219  0.33
H 4.41530 2.93216 3.24131  0.40
H 2.43980 4.86238 3.11982  0.24
H 2.67611 7.09333 2.15272  0.33
H 2.97309 7.35526 -0.26836  0.35
H 3.01409 5.34126 -1.76670  0.39
H 2.98250 3.09380 -0.75886  -0.10
I -0.82702 4.73435 0.38727  -0.20
I -0.21940 6.72321 -2.07216  -0.53
O -1.77674 2.44353 4.22329  -0.41
O -2.40148 2.59141 3.16997  -0.34
F 0.51905 1.27711 -1.03176  -0.23
C -3.78829 2.72918 -1.96574  -1.28
C -3.38762 2.08997 -3.32792  1.74
C -2.47326 3.16350 -4.03184  -1.55
C -4.62703 1.87139 -4.18326  -1.96
P -2.38244 0.47466 -2.92425  0.49
C -3.47517 -0.99155 -2.84753  0.54
C -3.32649 -1.83319 -1.73646  0.17
C -4.09571 -2.95418 -1.52689  -0.53
C -5.13504 -3.22980 -2.39971  -0.74
C -5.34332 -2.38127 -3.50315  -0.99
C -4.49696 -1.27393 -3.74881  -0.37
C -1.19224 -0.05936 -4.36501  2.26
C -0.62470 -1.44719 -4.09736  -1.81
C 0.01618 0.86626 -4.54037  -1.71
C -1.99681 -0.05613 -5.66610  -1.76
H -4.27976 3.70805 -2.24578  0.52
H -2.88744 2.96211 -1.36680  -0.08
H -4.52183 2.12859 -1.41660  0.27
H -3.12859 4.05785 -4.18403  0.52
H -2.02376 2.87859 -4.98884  0.27
H -1.67492 3.54329 -3.34790  0.27
H -5.14255 2.83915 -4.31456  0.49
H -5.42297 1.24153 -3.76584  0.38
H -4.37597 1.53596 -5.18745  0.28
H -2.50868 -1.68376 -1.05912  0.13
H -3.84303 -3.63125 -0.71377  0.20
H -5.81798 -4.07634 -2.25573  0.34
H -6.12224 -2.61899 -4.27917  0.25
H -4.64177 -0.73419 -4.67628  0.43
H -0.12201 -1.49223 -3.13398  0.27
H 0.07411 -1.76604 -4.91044  0.53
H -1.39021 -2.23435 -4.08324  0.27
H 0.47216 1.12670 -3.55205  0.00
H -0.28486 1.76268 -5.07446  0.39
H 0.76370 0.34022 -5.17780  0.54
H -2.81723 -0.76128 -5.72919  0.19
H -1.26258 -0.36768 -6.42453  0.55
H -2.40255 0.92447 -5.99236  0.21